Density functional theory data (ωB97M-V/def2-TZVPD) for 2 unconnected molecules or ions with the total composition C3H5NO at a distorted geometry.

Computed properties:
Frontier orbital gap in eV: 8.81
HOMO level in eV: -9.3
Charge: 0
Energy above the lowest of the compared OMol25 structures with the same formula, charge and spin in kcal/mol: 95.6
2S+1: 1

Each line ends with the natural charge from an NBO analysis.
Cartesian coordinates (Å):
C  1.42004  0.15425  -0.03010  0.16
C  -1.01846  0.69653  0.36716  -0.64
C  0.06614  -0.27457  -0.11278  0.24
N  2.49450  0.54071  -0.01083  -0.28
O  -0.33196  -1.55424  0.13478  -0.65
H  -1.27170  0.37157  1.31516  0.23
H  -0.38819  1.66574  0.54221  0.23
H  -1.81353  0.67222  -0.29448  0.24
H  0.34281  -0.26518  -2.01125  -0.02
H  0.50036  -2.00703  0.10013  0.48